22
Properties=species:S:1:pos:R:3:forces:R:3 method="wB97M-V/def2-TZVPD" spin_multiplicity=4 s2=3.755 charge=+4 total_energy_ha=-2846.280017 relative_energy_ev=5.2476
Nd -0.1145 -1.3170 -0.5333 1.672 4.943 0.007
Sc 1.6523 -3.7352 0.0315 -3.427 5.945 6.293
Cl 2.2004 -1.3650 0.2689 2.793 -1.060 0.431
Cl -0.5259 -3.4218 1.1056 0.698 -0.523 -0.585
O 1.0318 -6.7225 -0.3707 0.420 2.186 0.301
O -3.3652 -1.8043 -1.4479 9.824 1.156 2.954
O 4.3244 -4.1357 -1.4419 -1.926 0.307 1.067
N -0.8745 2.9119 0.4400 1.042 -1.043 -0.317
N -0.1706 0.8635 -0.0093 0.606 -0.175 -0.056
C 0.9644 1.7439 0.0334 -0.368 -1.490 -0.248
C -1.7430 4.0691 0.7226 -0.182 0.299 0.081
C -1.2418 1.6435 0.2424 0.229 1.468 0.302
C 1.2603 -5.6285 -0.2405 -1.765 -9.146 -1.342
C 3.3391 -3.9970 -0.9168 8.151 -1.420 -4.610
C 0.5461 2.9700 0.3085 -1.837 0.381 0.176
C -2.2076 -1.6706 -1.1006 -16.087 -2.291 -4.592
H -1.6311 4.8159 -0.0685 0.050 -0.199 0.075
H -1.4667 4.5135 1.6836 0.019 -0.177 -0.157
H 1.0985 3.8775 0.4134 0.108 0.454 0.097
H 1.9545 1.3759 -0.1467 0.214 0.144 -0.002
H -2.2575 1.2861 0.2680 -0.217 0.219 0.108
H -2.7733 3.7269 0.7584 -0.015 0.021 0.017

=====

101
Properties=species:S:1:pos:R:3:forces:R:3 method="wB97M-V/def2-TZVPD" spin_multiplicity=1 charge=-1 total_energy_ha=-2999.656125 relative_energy_ev=1.0703
I 1.6138 -5.4738 1.0665 -0.025 0.013 -0.008
Sb -1.5173 2.9828 -1.6957 -0.207 0.342 -0.089
Sr -0.1235 0.2086 -0.0562 -0.568 -1.021 -0.085
S -1.8653 -1.9285 0.9750 -0.524 -0.368 0.091
O -1.6029 1.3623 1.1327 -0.993 0.852 1.096
O 0.4892 0.3902 -2.2051 0.753 -0.025 -1.437
N -4.1322 -1.5394 -0.6857 0.031 -0.037 -0.086
N 0.1190 -2.4504 -1.6400 0.215 -0.010 -0.201
N 2.2970 -0.3667 -0.0341 0.723 -0.019 0.157
N 0.7138 -4.2484 -6.6624 0.009 -0.005 -0.031
N 0.9990 0.8368 2.1618 0.312 0.009 0.240
N 0.9625 -3.2214 2.8248 -0.109 0.026 -0.014
C 3.1399 -0.1381 -0.9650 -0.053 -0.133 -0.155
C -0.4305 5.2114 -0.0491 -0.014 0.029 0.009
C 1.5303 0.1882 -2.9253 0.073 0.077 -0.016
C -1.9624 1.3900 2.3614 0.079 0.107 0.026
C -2.6927 4.5271 0.6935 0.052 -0.001 0.023
C 2.5417 0.0512 -5.1528 0.042 -0.024 0.061
C -3.7319 1.6448 4.0272 0.050 -0.016 0.034
C 2.4395 0.6184 2.1902 -0.108 -0.074 -0.040
C 0.2251 -2.4795 3.6601 0.220 -0.168 -0.005
C -2.4604 6.0665 -1.2225 0.003 -0.004 0.041
C 0.5894 -3.8517 -5.5914 -0.024 0.100 0.170
C 2.8529 0.0547 -2.3821 0.034 0.031 0.177
C 2.7973 -0.5939 1.3212 -0.025 0.351 -0.151
C -1.0226 -2.8619 4.1098 -0.022 0.067 0.093
C 0.8024 3.7864 -3.4192 -0.014 -0.002 -0.031
C 0.4433 -4.3559 2.4116 0.074 0.015 0.054
C -1.8391 4.8551 -0.5311 -0.024 -0.031 -0.039
C -1.5350 -4.0719 3.6721 -0.040 -0.048 -0.004
C -1.0296 2.7220 -4.7036 0.026 -0.029 0.019
C -3.5318 2.2805 -2.2724 0.007 0.049 0.050
C -1.1879 5.1216 -4.0929 0.027 -0.028 -0.028
C 3.8369 0.0468 -4.6113 -0.073 0.005 -0.044
C -2.8009 1.6388 5.0808 -0.008 -0.005 -0.041
C -0.9168 -2.5006 -2.4772 -0.010 -0.046 0.104
C 3.9631 0.0322 -3.2420 -0.004 -0.054 0.019
C 1.3023 -2.8584 -2.0920 -0.078 -0.040 0.059
C -0.7168 3.7492 -3.6181 0.085 0.027 0.050
C -3.3452 0.9607 -3.0300 -0.029 0.062 -0.026
C 1.4339 0.1061 -4.3441 0.053 -0.039 -0.041
C -0.7922 -4.8493 2.8034 0.005 0.013 -0.032
C -4.3341 3.2729 -3.1064 -0.009 -0.065 -0.011
C -3.3340 1.5248 2.7206 -0.033 -0.014 0.073
C -1.4725 1.4751 4.7695 -0.009 -0.034 0.000
C 0.3946 1.0917 3.2592 -0.139 0.117 -0.063
C -4.2956 1.9558 -0.9878 0.030 -0.014 -0.027
C 1.5148 -3.3255 -3.3791 0.072 -0.054 0.032
C -1.0267 1.3269 3.4448 0.193 -0.093 -0.010
C 0.4296 -3.3641 -4.2404 0.007 -0.104 -0.188
C -3.2024 -1.6995 -0.0042 0.127 0.090 0.194
C -0.8133 -2.9439 -3.7862 -0.058 0.009 -0.006
H -2.3875 3.6018 1.1775 0.001 -0.026 0.011
H -4.0582 1.5185 1.9164 0.007 0.020 -0.009
H 4.2133 -0.1662 -0.7229 0.018 0.027 -0.025
H -3.7496 1.2479 -0.3643 -0.006 -0.009 0.005
H -5.2515 1.4866 -1.2487 0.017 -0.011 -0.006
H 2.4966 -3.6405 -3.7040 0.002 0.015 0.008
H -0.4716 6.0908 0.6073 -0.005 -0.009 -0.004
H 2.1217 -2.8178 -1.3845 0.016 0.044 -0.008
H 3.8844 -0.7457 1.3327 0.016 -0.013 0.004
H -1.1681 -5.7831 2.4132 0.015 -0.005 -0.002
H -0.3887 2.9079 -5.5758 -0.008 0.007 0.008
H -0.7306 1.4535 5.5634 -0.006 -0.016 0.003
H -2.2676 5.2538 -4.0179 -0.011 -0.004 -0.026
H -3.1220 1.7515 6.1076 -0.008 -0.004 0.000
H -2.0658 2.7846 -5.0362 -0.015 0.010 -0.006
H -3.7481 4.4462 0.4374 -0.023 0.028 0.006
H -1.6805 -2.9664 -4.4313 0.000 0.006 0.009
H -1.7892 6.5321 -1.9391 0.003 -0.001 -0.028
H -3.8391 3.5282 -4.0444 0.007 0.004 -0.011
H 4.9514 -0.0156 -2.7935 0.000 -0.012 -0.009
H 2.9311 1.4960 1.7564 0.011 0.020 0.031
H 0.9842 1.1282 4.1883 -0.005 0.020 0.027
H -2.6968 6.8219 -0.4603 0.016 0.000 -0.012
H 1.1951 2.8087 -3.1373 0.001 -0.008 -0.011
H 0.2393 5.4485 -0.8794 -0.001 0.023 0.009
H -0.7053 5.9242 -3.5353 -0.020 0.011 0.017
H -0.8396 1.7054 -4.3622 0.017 -0.003 -0.006
H 0.4408 0.0936 -4.7736 -0.010 0.038 0.008
H -2.9756 1.1077 -4.0426 0.009 0.002 -0.024
H 1.0927 4.5013 -2.6458 0.012 0.006 -0.009
H 0.0135 4.3899 0.5195 -0.003 0.013 0.010
H -1.8772 -2.1919 -2.0778 0.009 0.046 -0.014
H -1.5900 -2.2113 4.7609 0.003 0.018 -0.021
H -0.9086 5.2502 -5.1477 0.020 0.012 0.020
H 2.8252 0.4844 3.2101 -0.031 -0.023 0.031
H 1.2941 4.0885 -4.3537 -0.009 0.002 0.007
H -4.5200 4.1984 -2.5586 -0.029 0.001 0.007
H 2.4101 0.0106 -6.2284 0.000 0.004 -0.004
H -5.3100 2.8356 -3.3569 0.005 0.012 0.004
H -4.5060 2.8446 -0.3968 -0.036 0.026 0.005
H -3.3916 5.8233 -1.7351 -0.011 0.005 0.001
H -4.7882 1.7462 4.2511 -0.004 0.002 -0.004
H 0.6843 -1.5503 3.9739 -0.104 0.064 0.017
H -2.6572 0.2890 -2.5113 -0.034 -0.028 0.015
H -2.5987 5.3425 1.4238 0.005 -0.004 -0.013
H -4.3070 0.4398 -3.0885 0.011 -0.004 0.012
H 4.7073 0.0414 -5.2530 0.006 -0.033 0.003
H -2.5218 -4.3952 3.9764 0.004 0.005 0.010
H 2.3114 -1.4837 1.7265 0.041 -0.060 -0.003

=====

13
Properties=species:S:1:pos:R:3:forces:R:3 method="wB97M-V/def2-TZVPD" spin_multiplicity=1 smiles=C1CC[Se]C1 charge=0 total_energy_ha=-2558.574019 relative_energy_ev=0.8900
Se 2.2291 -0.0368 0.0790 0.578 -1.665 -0.658
C 0.7507 -1.3507 -0.1984 0.115 0.123 -1.108
C -0.5652 0.6408 -0.2218 0.689 3.497 0.271
C 1.0365 1.3967 -0.0246 -4.371 -4.024 0.704
C -0.5764 -0.7318 0.2828 1.461 -0.776 1.128
H -1.1789 1.3273 0.4349 0.245 -0.715 -1.091
H 1.0439 1.7598 0.9390 -0.394 1.180 2.033
H -0.7026 -0.6535 1.4187 0.213 -0.990 -1.552
H 0.6755 -1.6165 -1.3079 0.121 0.548 1.415
H 1.0341 2.1629 -0.6695 0.794 2.396 -2.861
H -0.9779 0.6018 -1.2557 0.816 0.831 0.467
H -1.2801 -1.3559 -0.2767 -0.666 0.220 0.825
H 0.9668 -2.2604 0.3150 0.399 -0.625 0.427

=====

Which of these has the highest charge? C7H6Cl2N2NdO3Sc

=====

Among the records above, which one has the lowest charge? C40H49IN6O2SSbSr

=====

Which value of charge does entry 3 give? 0

=====

The lowest charge belongs to which entry? C40H49IN6O2SSbSr